1.
This record from OMol25 describes C31H27CdF12N5O2Te as an isolated structure. The level of theory is wB97M-V/def2-TZVPD.

Computed properties:
HOMO-LUMO gap: 4.5 eV
Relative energy (zero: lowest compared OMol25 entry of this formula, charge and spin): 1.5928 eV
E: -3256.07591 Eh
Max |F|: 0.6 eV/Å
Net charge: -2
Highest occupied orbital energy: -0.02465 Eh
LUMO: 3.8 eV

Last column: Mulliken charge in e.
CARTESIAN COORDINATES (ANGSTROEM)
Cd 0.03 -0.01 -0.16  1.2244
C -1.32 -5.35 -4.74  -1.6092
C -1.38 -4.37 -3.60  0.3450
C -2.10 -4.64 -2.44  -1.1875
C -2.09 -3.73 -1.40  -0.3458
C -1.36 -2.52 -1.43  0.4819
N -1.36 -1.71 -0.32  0.8752
C -1.56 -2.16 0.96  0.5100
C -1.19 -3.46 1.37  0.2257
C -1.36 -3.94 2.65  -1.2616
C -1.94 -3.14 3.63  0.4247
C -2.21 -3.64 5.02  -1.7447
C -2.25 -1.83 3.27  -0.5923
C -2.06 -1.29 2.00  -0.6628
C -2.32 0.23 1.77  2.3349
O -1.28 0.95 1.24  -1.5240
C -3.63 0.42 0.91  0.3633
F -4.76 0.27 1.66  -0.3457
F -3.75 -0.46 -0.08  -0.2313
F -3.69 1.64 0.37  -0.3032
C -2.56 1.00 3.12  -0.0700
F -3.58 0.61 3.92  -0.2724
F -1.45 0.92 3.90  -0.2402
F -2.77 2.30 2.89  -0.2844
C -0.75 -2.17 -2.68  -1.3308
C -0.76 -3.13 -3.68  -0.4901
C -0.27 -0.72 -3.06  2.1962
O 0.51 0.00 -2.22  -1.3396
C -1.60 0.09 -3.35  0.6149
F -2.15 0.50 -2.20  -0.2206
F -1.37 1.20 -4.08  -0.3235
F -2.54 -0.61 -4.01  -0.3259
C 0.55 -0.71 -4.39  0.2431
F -0.20 -0.98 -5.51  -0.3117
F 1.11 0.47 -4.62  -0.2700
F 1.54 -1.61 -4.37  -0.2350
H -1.82 -6.28 -4.49  0.3830
H -0.29 -5.59 -5.01  0.3230
H -1.80 -4.95 -5.64  0.3065
H -2.68 -5.55 -2.35  0.2796
H -2.67 -3.94 -0.52  0.5539
H -0.72 -4.10 0.64  0.5290
H -1.04 -4.95 2.89  0.2441
H -1.73 -4.61 5.18  0.3714
H -3.28 -3.76 5.22  0.4015
H -1.83 -2.96 5.79  0.3154
H -2.66 -1.22 4.05  0.6532
H -0.28 -2.92 -4.62  0.4718
N 1.47 -3.08 5.27  -0.3837
C 1.41 -2.26 4.17  0.5331
N 0.71 -1.11 4.32  -0.5231
N 2.05 -2.65 3.09  -0.7573
C 1.82 -1.86 2.05  0.6368
N 1.58 -1.15 1.18  -0.5519
H 1.52 -2.60 6.15  0.2570
H 2.15 -3.81 5.16  0.2665
H -0.10 -1.19 4.92  0.3093
H 0.48 -0.62 3.46  0.1695
C 10.40 -0.08 -0.40  -1.3826
C 8.90 -0.02 -0.56  0.7018
C 8.13 -1.18 -0.60  -0.9758
C 6.75 -1.15 -0.76  1.1384
C 6.01 -2.46 -0.78  -1.4397
C 6.07 0.08 -0.90  -0.7359
Te 3.98 0.11 -1.30  -0.2989
C 6.85 1.25 -0.83  1.1382
C 6.22 2.62 -0.94  -1.5948
C 8.23 1.18 -0.67  -0.8158
H 10.74 -1.11 -0.30  0.3274
H 10.73 0.48 0.48  0.3007
H 10.91 0.36 -1.27  0.2891
H 8.62 -2.15 -0.50  0.1472
H 6.67 -3.28 -0.50  0.3394
H 5.59 -2.65 -1.77  0.3032
H 5.15 -2.43 -0.11  0.1952
H 5.18 2.60 -0.61  0.3412
H 6.21 2.97 -1.97  0.2394
H 6.79 3.35 -0.34  0.3814
H 8.79 2.11 -0.63  0.2957



2.
This record from OMol25 describes C31H27N5O2Pd as an isolated structure at a distorted geometry. The level of theory is wB97M-V/def2-TZVPD.

Computed properties:
HOMO-LUMO gap (alpha / beta): 5.1 / 5.4 eV
Relative energy (zero: lowest compared OMol25 entry of this formula, charge and spin): 2.2427 eV
E: -1749.27855 Eh
Max |F|: 4.8 eV/Å
Expectation value of S²: 0.89
Net charge: +1
Multiplicity: 2
Highest occupied orbital energy (alpha / beta): -0.36862 / -0.36724 Eh
LUMO (alpha / beta): -4.9 / -4.6 eV

Last column: Mulliken spin population.
CARTESIAN COORDINATES (ANGSTROEM)
Pd -0.25 0.09 -0.44  0.9147
C -1.91 -3.54 1.89  0.0038
C -1.81 -2.35 1.00  -0.0127
N -0.79 -1.46 1.14  0.0927
N 0.03 -1.51 2.14  0.0326
C 0.80 -0.44 2.38  0.0215
O 0.63 0.63 1.71  0.0678
C 1.83 -0.61 3.40  0.0131
C 2.87 0.32 3.49  0.0004
C 3.94 0.09 4.33  -0.0011
C 3.97 -1.06 5.11  0.0024
C 2.93 -1.97 5.04  -0.0014
C 1.86 -1.76 4.20  -0.0017
C -2.79 -2.00 0.06  -0.0096
C -3.98 -2.76 -0.13  -0.0072
C -4.96 -2.28 -0.96  0.0012
C -4.77 -1.05 -1.60  -0.0076
C -3.57 -0.38 -1.40  -0.0025
N -2.59 -0.83 -0.64  0.0372
H -1.12 -3.51 2.64  0.0003
H -1.81 -4.46 1.32  -0.0008
H -2.88 -3.56 2.39  -0.0009
H 2.83 1.21 2.88  0.0009
H 4.75 0.80 4.37  0.0000
H 4.80 -1.24 5.77  0.0001
H 2.95 -2.87 5.65  0.0001
H 1.05 -2.47 4.13  -0.0012
H -4.09 -3.69 0.40  -0.0008
H -5.88 -2.83 -1.09  0.0000
H -5.52 -0.64 -2.26  -0.0001
H -3.40 0.57 -1.89  0.0006
N -0.68 0.15 -2.87  0.0258
C 0.20 -0.42 -3.78  0.0055
C -0.28 -1.31 -4.74  -0.0026
C 0.58 -1.88 -5.67  0.0000
C 1.93 -1.55 -5.65  0.0021
C 2.41 -0.68 -4.69  0.0008
C 1.57 -0.10 -3.74  -0.0097
C 2.14 0.78 -2.70  0.0444
C 3.20 1.62 -3.06  -0.0111
C 3.89 2.36 -2.13  0.0126
C 3.56 2.25 -0.79  -0.0163
C 2.48 1.47 -0.41  0.0350
C 1.72 0.77 -1.35  -0.2867
H -1.65 -0.07 -3.07  0.0021
H -0.55 1.15 -2.73  -0.0038
H -1.33 -1.55 -4.75  -0.0001
H 0.20 -2.56 -6.41  0.0001
H 2.61 -2.00 -6.36  -0.0001
H 3.47 -0.46 -4.66  -0.0001
H 3.47 1.70 -4.10  0.0000
H 4.68 3.03 -2.43  -0.0009
H 4.12 2.79 -0.03  -0.0005
H 2.24 1.41 0.64  -0.0291
O -1.38 2.02 -0.57  0.0766
N -1.64 2.58 0.57  -0.0076
C -0.67 3.24 1.23  0.0066
C -0.94 3.91 2.40  -0.0049
C -2.23 3.91 2.91  0.0128
C -3.21 3.20 2.23  -0.0061
C -2.89 2.54 1.07  0.0120
H 0.31 3.20 0.77  0.0016
H -0.15 4.44 2.90  -0.0003
H -2.48 4.46 3.81  0.0006
H -4.23 3.17 2.59  -0.0004
H -3.60 1.97 0.49  0.0003